1.
This record from the Open Molecules 2025 dataset describes one molecule with the formula C23H26BrNO4. The level of theory is ωB97M-V with the def2-TZVPD basis set.

Geometry as XYZ:
```
55
Properties=species:S:1:pos:R:3:forces:R:3
H 4.276915 2.083747 -1.857110 0.02 -0.04 -0.13
H 1.611113 -4.667980 0.726076 0.07 0.19 0.05
H -0.157004 1.695759 -2.069491 -0.05 0.05 -0.03
O 2.764382 -3.144191 2.245983 0.18 0.10 0.10
C -1.936570 0.143211 1.381675 -0.09 0.06 0.14
H -1.200232 3.988104 -0.343808 -0.09 0.03 -0.03
C 0.686202 -2.320217 -1.320216 0.02 -0.14 -0.03
C 4.481486 2.531352 -0.888708 -0.26 -0.24 0.29
H 1.637076 2.840635 -1.279004 -0.06 0.03 -0.07
C -3.660607 -0.692855 -0.083872 -0.11 0.02 -0.04
H -0.045307 -1.213853 -2.992730 0.03 0.08 -0.05
O 2.213036 -0.493132 0.898740 0.17 -0.32 -0.14
H 0.110268 0.605752 -0.255869 0.02 -0.09 -0.01
H 4.339210 0.664412 0.202769 -0.05 0.12 0.03
H -0.649670 2.744866 1.649390 0.04 0.02 0.06
C -0.940997 2.934953 -0.464821 0.32 0.07 -0.17
H -2.609512 1.473360 2.922529 0.07 0.06 0.10
N 1.372469 -3.696180 0.567989 0.00 -0.63 -0.06
H -1.603269 -1.217721 -0.238835 0.11 -0.10 -0.08
C -0.200045 -2.070360 -2.353127 0.00 0.01 0.01
C -0.573518 -4.283000 -0.732253 0.14 0.08 0.10
C -2.335532 -0.639038 0.303010 -0.02 0.07 0.10
H -0.810311 3.255841 -2.591980 0.00 -0.14 0.04
C 3.900554 1.668153 0.217418 0.35 0.03 0.00
H 2.070667 1.232767 1.997324 0.00 -0.11 -0.22
H -0.711925 -5.148053 -0.100447 -0.04 -0.07 0.11
O 1.048832 3.353153 -1.854122 0.48 0.18 0.13
H -3.961372 -1.303360 -0.921226 -0.04 -0.05 -0.07
C -4.597421 0.046561 0.617994 -0.22 0.03 -0.03
H -1.866543 2.356360 -0.490551 -0.10 0.00 0.00
H 4.037929 3.523310 -0.867295 0.00 0.14 -0.01
Br -6.427946 -0.018557 0.090443 0.20 0.00 0.06
C 1.928485 -2.812799 1.437759 -0.07 0.22 0.03
C 0.301095 1.034878 0.731711 0.39 0.11 0.28
H 4.088806 2.115317 1.204196 -0.03 -0.07 -0.09
C -4.227479 0.827537 1.698090 -0.20 -0.02 -0.10
C 1.344795 -1.422585 1.376960 -0.17 0.14 0.46
C 0.116988 -1.171579 1.819739 0.28 0.23 0.03
H -4.968893 1.394957 2.239183 -0.06 0.03 0.03
C -0.221872 2.763346 -1.812725 -0.52 -0.15 0.14
C -0.092089 2.519209 0.738345 -0.06 -0.10 -0.16
H -1.959449 -2.718562 -3.386806 -0.06 0.01 -0.08
C 1.805062 0.863553 0.985353 -0.57 0.42 0.20
H -0.394742 0.685837 2.749616 -0.04 0.03 -0.08
C -0.481027 0.206762 1.765572 0.21 -0.07 -0.18
H 5.556031 2.618062 -0.756930 0.11 0.04 -0.02
O 2.492729 1.573717 0.013974 -0.05 -0.11 -0.08
H -2.277259 -4.700252 -1.947972 -0.07 -0.06 -0.01
C 0.491581 -3.420882 -0.490285 -0.26 0.07 -0.38
C -2.896549 0.868694 2.074745 0.12 -0.08 -0.07
H -0.491173 -1.971724 2.207943 0.00 -0.24 0.00
C -1.272551 -2.918023 -2.578653 -0.08 0.02 -0.06
H 0.809255 3.134577 0.751274 -0.05 0.05 0.07
C -1.450619 -4.028863 -1.770901 -0.02 0.00 -0.07
H 1.536527 -1.674992 -1.166070 0.10 0.08 0.00
```
Forces are in eV/Å.

Calculated values
**Frontier orbital gap**: 9.51 eV
**LUMO energy**: 0.7 eV
**Total energy**: -3821.7753 Eh
**E_HOMO**: -8.8 eV
**F_max**: 0.7 eV Å⁻¹
**Structure (SMILES)**: CCO[C@@H]1OC(C(=O)Nc2ccccc2)=C[C@H](c2ccc(Br)cc2)[C@H]1CCCO

These are the Mulliken partial charges, in e, on atoms 1 to 5: 0.292 0.290 0.080 -0.661 -0.130

***

2.
This record from the Open Molecules 2025 dataset describes C14H17BrO2S2 as an isolated structure in a non-equilibrium geometry. The level of theory is ωB97M-V with the def2-TZVPD basis set.

Geometry as XYZ:
```
36
Properties=species:S:1:pos:R:3:forces:R:3
C 0.778694 1.126635 1.895606 -0.05 -0.80 0.16
C 1.447960 3.114924 0.547954 0.74 0.25 -1.07
C 1.704283 0.242193 1.323035 -0.04 -0.75 0.31
C 2.306545 2.947601 2.802045 2.24 0.65 0.92
H 2.404349 -1.812222 1.187876 -0.19 0.11 -0.01
H 3.168782 5.278919 5.684305 0.05 -0.09 -0.08
C 4.109721 5.044638 3.752049 0.31 -0.11 0.36
C 1.097675 2.606384 1.943168 -0.87 0.31 -0.55
H 4.896617 4.894599 5.754440 -0.12 -0.07 -0.11
H 1.528837 6.889066 -1.769217 0.06 -0.10 0.08
H -1.198499 1.277748 2.734415 0.24 -0.26 0.25
H -1.410075 -1.193395 3.136990 0.26 0.05 -0.11
H 0.239851 3.180366 2.334408 0.23 -0.22 -0.22
O 0.864040 4.282570 0.207680 0.61 -0.42 0.38
H 2.637139 5.245836 -0.313919 -0.30 -0.25 0.00
C 1.628657 -1.143263 1.548148 -0.87 0.62 0.17
C -0.517436 -0.790430 2.661818 0.34 0.21 -0.33
C 3.632630 3.194434 5.345314 0.18 0.25 0.09
H 0.579405 6.795338 -0.280260 0.09 -0.09 -0.04
S 2.074563 2.686305 4.564394 -0.85 -1.34 0.87
H 4.298337 6.126183 3.673058 -0.10 -0.37 -0.30
H 4.960115 4.501393 3.322766 -0.06 0.18 0.00
Br 0.472750 -3.479442 2.708904 -0.10 0.05 -0.09
S 2.641878 4.750197 2.742211 -0.31 0.86 -1.25
H 0.030742 5.978365 -1.756238 0.01 0.00 0.14
C -0.389579 0.595522 2.468011 0.55 -0.19 -0.10
H 3.491127 2.947465 6.407166 -0.01 -0.21 -0.38
H 4.466842 2.605184 4.946512 -0.16 -0.07 0.12
H 2.464336 0.636237 0.657490 0.18 -0.07 0.47
H 3.231657 2.412480 2.470834 -0.84 0.23 0.02
H 1.841548 4.345793 -1.636452 0.00 0.13 0.22
C 0.909110 6.230113 -1.155696 -0.32 0.32 -0.23
O 2.267017 2.589696 -0.184006 -0.62 0.25 0.91
C 1.669248 4.992504 -0.771387 -0.15 0.29 -0.35
C 0.521743 -1.640742 2.253020 0.15 0.78 0.04
C 3.959685 4.677793 5.224010 -0.26 -0.15 -0.28
```
Forces are in eV/Å.

Calculated values
**Frontier orbital gap**: 8.76 eV
**LUMO energy**: 0.6 eV
**Total energy**: -4064.5439 Eh
**E_HOMO**: -8.1 eV
**F_max**: 2.5 eV Å⁻¹

These are the Mulliken partial charges, in e, on atoms 1 to 5: -0.020 0.161 -0.241 -0.352 0.416

***

3.
This record from the Open Molecules 2025 dataset describes an isolated ion of composition C5H12N4S2 and charge +2 in a non-equilibrium geometry. The level of theory is ωB97M-V with the def2-TZVPD basis set.

Geometry as XYZ:
```
23
Properties=species:S:1:pos:R:3:forces:R:3
N 0.805543 0.637605 -0.041642 4.39 -2.94 0.11
C 1.710923 -0.549583 -0.089087 -2.37 4.72 -0.65
H -3.192986 0.568070 0.113035 -0.47 -0.26 0.01
C 3.756203 1.396436 -0.737269 -1.51 -1.48 0.95
H -2.185384 -1.128513 -0.077441 0.61 -0.03 -0.03
H -3.784675 1.991417 1.015637 2.13 -0.76 -0.83
N -0.686690 -3.239830 0.163260 -1.25 2.37 -0.43
C -0.324890 -1.955289 -0.017059 1.20 -0.14 0.04
N 1.083631 -1.758603 -0.125062 -0.32 -1.29 0.95
C -1.546256 1.775466 0.606078 2.36 1.45 1.26
N -1.178066 -0.929174 -0.136611 -0.32 -0.68 -0.23
H -0.093593 -3.916659 0.602820 0.27 -0.33 0.06
H -1.154688 2.873057 0.476870 -0.51 -2.02 0.05
H -1.169406 1.405689 1.638221 -0.83 0.48 -1.71
S 3.449036 -0.382949 -0.115474 -2.12 0.10 0.00
H -1.694579 -3.411235 0.125773 0.56 -0.41 0.17
S -0.616047 0.774876 -0.644399 0.03 -1.50 0.76
H 1.664035 -2.619354 0.073678 -0.78 1.32 -0.59
H -3.341288 2.131585 -0.598802 0.34 0.59 -1.33
H 4.269945 1.117238 -1.629813 0.23 0.45 -0.88
H 4.462855 1.721028 0.023679 -0.40 0.75 -0.12
C -2.970438 1.617952 0.247824 -3.00 -0.06 2.09
H 2.736808 1.880767 -0.874215 1.74 -0.34 0.35
```
Forces are in eV/Å.

Calculated values
**Frontier orbital gap**: 8.44 eV
**LUMO energy**: -8.7 eV
**Total energy**: -1212.4078 Eh
**E_HOMO**: -17.1 eV
**F_max**: 5.3 eV Å⁻¹
**Total charge**: +2

These are the Mulliken partial charges, in e, on atoms 1 to 5: -0.400 0.495 0.214 -0.647 0.217

***

4.
This record from the Open Molecules 2025 dataset describes a 2-piece molecular cluster, C4H8ClFSi overall in a non-equilibrium geometry. The level of theory is ωB97M-V with the def2-TZVPD basis set.

Geometry as XYZ:
```
15
Properties=species:S:1:pos:R:3:forces:R:3
H 1.788240 1.031962 -0.050416 -0.15 -0.38 0.97
C -1.128939 1.839422 -1.386604 -1.11 -0.08 2.02
H -2.184328 -2.793800 -2.587870 -0.90 0.38 0.15
Si -0.572372 0.685009 -0.056855 0.27 -2.08 -0.43
C 1.087538 1.027591 0.830277 0.47 -0.82 -0.69
H -1.897445 1.681846 -2.095354 -1.23 -1.13 -0.23
C -0.721620 -1.735641 -1.666029 1.02 2.39 1.79
H -2.673785 -1.203568 -1.487739 -0.33 -0.72 -0.48
H 1.245177 2.017905 1.287793 -0.62 -0.28 -0.09
H -1.470239 2.700859 -0.817680 0.37 0.64 -0.09
Cl 0.654305 -2.689845 -2.262392 -1.01 0.50 0.35
H -0.343084 2.018470 -2.021275 2.41 0.97 -1.14
F -1.673496 0.577607 1.112433 0.02 -0.14 -0.48
H 1.367713 0.226765 1.608319 -0.45 1.11 -1.47
C -1.998109 -1.931803 -1.941131 1.24 -0.35 -0.16
```
Forces are in eV/Å.

Calculated values
**Frontier orbital gap**: 8.23 eV
**LUMO energy**: 0.0 eV
**Total energy**: -1006.6990 Eh
**E_HOMO**: -8.3 eV
**F_max**: 3.2 eV Å⁻¹

These are the Mulliken partial charges, in e, on atoms 1 to 5: 0.280 -1.076 0.269 0.658 -0.922

***

5.
This record from the Open Molecules 2025 dataset describes a 2-piece molecular cluster, C3H10NOS overall in a non-equilibrium geometry. The level of theory is ωB97M-V with the def2-TZVPD basis set.

Geometry as XYZ:
```
16
Properties=species:S:1:pos:R:3:forces:R:3
C 1.421153 1.761686 0.573161 0.26 -0.46 0.03
H 1.234545 2.783336 0.903582 -0.34 0.01 -0.10
N -0.824401 -2.640446 -0.116046 -0.17 -0.04 -0.35
C 0.513970 1.239370 -0.559291 0.87 0.49 0.73
O -1.778331 -0.508392 0.487022 0.10 0.04 -0.10
H 1.261615 1.067785 1.400359 -0.07 0.34 0.28
H -0.433405 1.756554 -0.499071 -0.31 -0.37 -0.18
H 2.490928 1.722668 0.362482 0.02 -0.18 -0.34
H -1.140086 -1.946868 1.840009 0.00 0.25 -0.29
S 1.214373 1.294645 -2.214023 0.23 0.29 -0.33
H -1.471533 -3.128430 -0.726528 -0.21 -0.17 0.05
H 0.396740 0.184011 -0.378954 -0.74 -0.18 0.02
H 1.778633 2.503748 -2.112071 0.03 0.12 -0.13
H -0.399080 -1.993984 -0.785068 0.02 0.17 0.46
H -2.608501 -2.319751 0.981886 -0.44 -0.36 -0.23
C -1.656620 -1.775931 0.842552 0.78 0.06 0.50
```
Forces are in eV/Å.

Calculated values
**Frontier orbital gap**: 5.76 eV
**LUMO energy**: 3.2 eV
**Total energy**: -648.4588 Eh
**E_HOMO**: -2.5 eV
**F_max**: 1.2 eV Å⁻¹
**Total charge**: -1

These are the Mulliken partial charges, in e, on atoms 1 to 5: -1.117 0.295 -0.726 0.166 -0.811